A.
Entry from the Open Molecules 2025 dataset: 2 unconnected molecules or ions with the total composition C5H13NO2 (the ωB97M-V functional and the def2-TZVPD basis).

Element x y z (Å)
C  -0.280  -2.009  -2.152
H  0.690  -2.230  -2.615
H  -1.468  -1.757  -3.672
H  1.865  -1.530  0.198
H  -1.224  2.359  2.004
H  -0.798  -2.952  -1.838
H  1.380  -0.254  2.343
H  1.273  1.424  0.516
C  0.091  -1.202  -0.909
H  -0.217  0.456  3.118
C  0.554  0.470  2.307
N  1.004  -2.049  0.004
C  -0.602  2.336  1.069
H  0.491  -2.142  0.919
O  -1.131  -1.181  -2.966
H  -1.261  2.060  0.210
H  -0.800  4.238  0.958
H  -0.750  -0.713  -0.369
O  -0.065  3.644  0.811
H  0.737  -0.339  -1.237
C  0.513  1.370  1.302

## Properties
M = 119.2 g/mol
LUMO level = 0.87 eV
Kohn-Sham gap = 10.4 eV
Multiplicity = 1
HOMO level = -9.6 eV

=====

B.
Entry from the Open Molecules 2025 dataset: a molecular structure, C5H13NO2 (the ωB97M-V functional and the def2-TZVPD basis).

Element x y z (Å)
H  0.293  -0.706  2.215
O  -0.935  1.690  2.195
O  -0.112  -3.041  0.497
H  0.730  -0.543  -2.542
C  -0.058  0.260  1.629
H  0.844  2.350  -0.945
H  -0.456  2.338  0.243
C  0.061  1.737  -0.455
C  0.235  -0.530  -1.575
H  -1.588  0.466  -1.189
C  0.796  0.681  0.436
C  -0.632  0.892  -1.571
H  -0.139  0.890  2.622
H  1.565  -1.222  0.020
H  -0.489  -2.163  0.396
H  -0.870  1.523  -2.399
N  1.257  -0.443  -0.567
H  -0.459  -1.372  -1.464
H  -1.045  -0.132  1.331
H  1.763  1.102  0.829
H  -0.763  -3.777  0.293

## Properties
M = 119.2 g/mol
LUMO level = 0.02 eV
Kohn-Sham gap = 9.0 eV
Multiplicity = 1
HOMO level = -9.0 eV

=====

A is preferred energetically. Next in line: 3.910 eV higher.

=====

A.
Entry from the Open Molecules 2025 dataset: 2 unconnected molecules or ions with the total composition C5H13NO2 (the ωB97M-V functional and the def2-TZVPD basis).

Element x y z (Å)
C  -1.192  1.608  0.224
H  1.665  -0.552  -1.485
H  0.848  1.408  2.421
H  -0.992  -0.322  1.995
C  -0.803  -0.727  1.023
O  2.365  -1.399  0.032
H  1.242  1.785  -0.071
H  2.437  0.593  2.019
H  -1.100  2.175  1.247
N  -0.306  0.341  0.123
C  1.810  -0.428  -0.457
H  -2.194  -2.052  -3.967
H  1.053  -0.318  2.250
H  -0.023  -1.494  1.256
C  1.352  0.682  1.877
H  -0.719  -1.972  -4.520
H  -1.784  -1.281  0.728
C  1.042  0.737  0.303
O  -1.523  -2.410  -4.559
H  -2.265  1.322  0.119
H  -0.913  2.304  -0.557

## Properties
M = 119.2 g/mol
LUMO level = 0.63 eV
Kohn-Sham gap = 9.5 eV
Multiplicity = 1
HOMO level = -8.8 eV

=====

B.
Entry from the Open Molecules 2025 dataset: 2 unconnected molecules or ions with the total composition C5H13NO2 (the ωB97M-V functional and the def2-TZVPD basis).

Element x y z (Å)
N  0.125  -0.361  -0.999
H  1.751  -1.775  -0.910
H  0.683  -1.854  -2.318
H  -1.553  0.415  -1.753
O  -1.707  2.612  0.909
H  -1.862  3.111  0.090
O  2.209  1.627  1.060
C  0.474  -0.736  1.514
C  1.775  0.957  0.159
H  -0.534  -1.171  1.675
H  2.292  0.875  -0.814
H  0.766  -0.297  2.473
H  -1.444  3.286  1.548
H  1.142  -1.593  1.374
C  0.720  -1.697  -1.222
C  -1.346  -0.449  -1.064
H  -0.335  0.973  0.562
H  0.063  -2.524  -0.879
C  0.429  0.228  0.345
H  -1.705  -1.329  -1.598
H  -1.942  -0.298  -0.152

## Properties
M = 119.2 g/mol
LUMO level = 0.67 eV
Kohn-Sham gap = 9.4 eV
Multiplicity = 1
HOMO level = -8.7 eV

=====

B is preferred energetically. Next in line: 0.911 eV higher.

=====

A.
Entry from the Open Molecules 2025 dataset: 2 unconnected molecules or ions with the total composition C5H13NO2 (the ωB97M-V functional and the def2-TZVPD basis).

Element x y z (Å)
C  -0.619  -0.643  2.585
H  -1.060  1.414  -2.468
H  0.090  2.196  -0.437
N  0.313  0.415  0.517
C  -0.724  0.376  1.437
C  0.206  1.159  -0.762
H  2.366  1.170  -1.286
H  0.408  -0.861  2.873
H  -0.928  -0.226  -2.058
H  1.361  1.391  -2.556
O  -1.764  0.969  1.278
H  1.389  -0.289  -1.792
H  -1.126  -0.216  3.445
H  -1.189  -1.479  2.191
H  0.717  -1.819  0.070
C  1.408  0.782  -1.648
H  -1.883  0.655  -0.963
O  0.107  -2.578  0.105
H  0.719  -3.340  0.208
H  1.223  0.168  0.861
C  -1.014  0.759  -1.599

## Properties
M = 119.2 g/mol
LUMO level = 0.59 eV
Kohn-Sham gap = 10.2 eV
Multiplicity = 1
HOMO level = -9.6 eV

=====

B.
Entry from the Open Molecules 2025 dataset: 3 unconnected molecules or ions with the total composition C5H13NO2 (the ωB97M-V functional and the def2-TZVPD basis).

Element x y z (Å)
H  1.904  -2.295  0.331
C  -0.980  0.629  0.357
H  -0.673  0.715  -2.427
C  2.528  -0.257  0.866
N  -0.153  0.864  -1.570
H  -2.390  2.184  -0.051
H  2.903  -0.712  1.779
H  0.192  1.818  -1.538
H  -3.005  0.905  0.977
H  -1.856  -1.237  1.199
C  1.997  -1.273  -0.082
H  -1.310  -1.449  -0.463
H  -2.807  0.583  -0.755
H  0.664  0.212  -1.567
H  -0.234  -1.644  1.020
C  -2.390  1.103  0.099
O  -0.218  1.263  1.055
H  3.297  0.343  0.379
O  1.834  -1.090  -1.277
H  1.719  0.424  1.150
C  -1.021  -1.089  0.519

## Properties
M = 119.2 g/mol
LUMO level = 0.94 eV
Kohn-Sham gap = 9.5 eV
Multiplicity = 1
HOMO level = -8.6 eV

=====

A is preferred energetically. Next in line: 1.588 eV higher.

=====

A.
Entry from the Open Molecules 2025 dataset: 2 unconnected molecules or ions with the total composition C5H13NO2 (the ωB97M-V functional and the def2-TZVPD basis).

Element x y z (Å)
C  0.978  1.340  -1.187
H  -1.597  0.978  -1.484
C  -1.992  -0.791  -0.542
C  0.248  0.247  -1.017
O  -1.329  1.217  0.427
H  0.573  2.312  -0.963
H  -1.599  -1.346  0.306
H  0.249  -0.517  2.832
C  0.706  0.092  2.040
H  0.245  -1.579  -2.155
H  -1.965  -1.386  -1.452
N  -1.197  0.456  -0.680
H  1.413  -0.557  1.503
O  1.377  1.220  2.579
C  0.723  -1.147  -1.274
H  2.029  0.929  3.228
H  -0.198  0.662  1.468
H  2.022  1.279  -1.439
H  0.531  -1.799  -0.424
H  1.795  -1.122  -1.452
H  -3.012  -0.487  -0.314

## Properties
M = 119.2 g/mol
LUMO level = 0.62 eV
Kohn-Sham gap = 8.9 eV
Multiplicity = 1
HOMO level = -8.3 eV

=====

B.
Entry from the Open Molecules 2025 dataset: 3 unconnected molecules or ions with the total composition C5H13NO2 (the ωB97M-V functional and the def2-TZVPD basis).

Element x y z (Å)
H  -0.984  1.197  3.562
O  2.300  -1.286  1.761
H  0.298  -3.152  -2.417
C  -0.125  -0.237  -1.379
C  -0.568  0.576  -0.397
H  -0.677  0.192  0.643
N  -0.453  -2.553  -2.129
C  -0.989  1.962  -0.811
H  -1.604  2.130  -1.673
H  2.642  -0.478  1.445
H  -0.561  3.960  -0.283
H  -0.549  -2.116  -0.156
H  0.255  2.813  0.817
C  -0.328  2.878  -0.100
H  -0.256  0.424  2.350
O  -0.221  1.027  3.058
H  0.245  0.286  -2.336
H  -1.276  -2.689  -2.673
H  1.728  -1.171  2.574
C  0.005  -1.729  -1.005
H  1.117  -2.036  -0.850

## Properties
M = 119.2 g/mol
LUMO level = 0.69 eV
Kohn-Sham gap = 9.1 eV
Multiplicity = 1
HOMO level = -8.4 eV

=====

B is preferred energetically. Next in line: 1.101 eV higher.